C33H56ClIN2O12S5 | the ωB97M-V functional and the def2-TZVPD basis

The geometry in XYZ format:
```
110
Properties=species:S:1:pos:R:3:forces:R:3
C -0.6075 -1.5577 7.4989 -6.0 1.7 0.1
C -1.8729 -1.1869 7.4728 5.8 -1.1 -1.2
C -3.3400 -0.6450 7.0060 1.0 -1.2 1.4
C -4.0112 -1.7361 6.0199 0.5 -0.1 -0.4
C -4.8671 -1.0813 4.7971 -0.4 -0.2 1.6
C -5.2867 -2.2197 3.7281 -0.5 1.0 -0.8
Cl -7.1385 -2.3767 4.0056 1.1 -0.1 3.5
N -4.5819 -3.5309 3.7044 1.5 1.1 -0.7
C -3.4322 -3.4783 2.7776 1.6 -0.3 1.2
O -2.2717 -3.9890 2.9456 -5.5 1.9 -0.7
C -3.9473 -2.5680 1.5049 1.7 -1.6 1.6
C -4.2721 -3.7498 0.4195 0.7 -0.4 -0.4
C -2.9508 -4.3924 -0.2517 -0.5 0.6 -1.4
C -2.6219 -3.5901 -1.6511 1.0 -0.6 0.2
C -1.0368 -3.8089 -1.9287 -0.3 0.0 -0.7
N -0.1552 -3.0724 -0.9622 -2.7 0.6 -5.3
C -2.6304 -1.7031 1.1656 0.1 1.4 -1.4
C -2.2553 -0.5789 2.2498 0.6 -0.1 3.3
O -2.0101 -0.7612 3.4801 -1.3 0.5 -5.4
O -2.1380 0.7875 1.7318 -0.8 -1.2 2.1
C -2.2944 1.7534 2.7908 -2.1 2.1 2.9
C -0.9411 2.5753 3.1955 -0.7 -0.2 -1.0
O -3.3928 2.0259 3.3768 5.1 -1.8 -3.3
C -5.2619 -1.8451 2.1139 -0.2 -2.3 0.2
S -6.8470 -2.7175 1.5337 0.7 -0.2 -3.8
I -5.7193 0.2190 1.5279 0.5 -1.2 0.4
H 0.4922 -1.9027 7.6095 -2.7 0.8 -0.2
H -3.2302 0.4093 6.5666 -0.1 -1.7 0.6
H -3.9799 -0.6285 7.9771 1.1 0.4 -1.7
H -3.1424 -2.3893 5.5976 -1.6 1.2 0.7
H -4.7034 -2.3971 6.6881 1.2 1.0 -1.4
H -5.8611 -0.7171 5.2866 1.9 -0.5 -1.1
H -4.3816 -0.1439 4.3430 -0.4 -1.7 0.4
H -4.4719 -4.0447 4.5918 0.1 0.6 -0.7
H -4.7895 -4.6107 1.0120 0.7 1.8 -1.1
H -4.9356 -3.3742 -0.4617 1.0 -0.6 1.9
H -2.0101 -4.3605 0.4147 -1.6 -0.3 -1.0
H -3.2181 -5.4769 -0.5900 0.7 1.8 0.9
H -3.1920 -4.0389 -2.5525 0.8 0.6 1.6
H -2.9277 -2.4760 -1.5865 0.7 -1.7 -0.1
H -0.7272 -3.5559 -3.0227 -0.9 -0.6 1.5
H -0.8443 -4.9470 -1.7453 -0.3 1.9 -0.5
H -0.5138 -2.1151 -0.7587 0.5 -1.0 -0.6
H 0.7772 -2.9810 -1.4033 -0.9 0.0 0.6
H -2.8123 -1.1879 0.1347 0.4 -0.6 2.0
H -1.6677 -2.3473 1.0202 -1.9 0.8 0.6
H -0.7846 3.4117 2.3955 -0.2 -1.6 1.3
H -0.0208 1.8710 3.2061 -1.7 1.2 0.0
H -1.1205 3.1184 4.1893 0.2 -1.1 -1.5
H -6.7279 -4.0872 1.7584 0.5 1.3 0.2
C 2.3902 -4.1485 3.9979 0.1 -0.1 0.1
C 3.0289 -2.8875 3.4133 0.1 0.2 0.2
C 3.0084 -3.0261 1.8901 0.6 0.3 0.0
S 1.6090 -4.0717 1.5017 -0.5 0.4 0.7
O 2.1009 -5.3070 0.9325 -0.2 0.3 -0.3
O 0.5836 -3.2777 0.8543 2.5 -0.8 4.4
C 1.1207 -4.3812 3.1901 0.0 -0.2 0.5
H 2.1733 -4.0370 5.0629 0.0 0.0 -0.1
H 3.0721 -4.9973 3.8780 -0.1 0.0 0.0
H 2.4435 -2.0109 3.7115 0.0 -0.1 0.0
H 4.0475 -2.7421 3.7821 -0.1 0.0 -0.1
H 2.8849 -2.0592 1.3994 0.0 -0.2 -0.1
H 3.9110 -3.5180 1.5211 -0.1 0.0 0.0
H 0.7306 -5.3948 3.2854 -0.1 0.1 -0.2
H 0.3481 -3.6543 3.4526 0.0 -0.1 -0.1
C 0.7420 4.1884 -2.0364 -0.1 0.1 0.1
C 0.8686 3.8365 -0.5536 0.2 0.1 0.1
C 0.5064 2.3583 -0.4001 -0.1 0.2 0.6
S 0.9135 1.5794 -1.9576 0.1 0.2 -0.1
O -0.3095 1.1198 -2.5762 0.3 -0.2 0.1
O 2.0585 0.7133 -1.7728 -0.3 -0.2 -0.2
C 1.4439 3.0659 -2.7883 0.1 0.4 -0.2
H 1.1854 5.1609 -2.2619 -0.3 -0.8 0.3
H -0.3156 4.2248 -2.3186 0.1 0.0 0.0
H 1.9018 3.9985 -0.2277 -0.1 0.0 0.0
H 0.2266 4.4664 0.0674 0.1 -0.1 -0.1
H 1.0767 1.8854 0.4012 -0.1 -0.2 -0.2
H -0.5632 2.2244 -0.2247 0.1 -0.1 -0.1
H 1.1725 3.0200 -3.8433 0.0 -0.2 0.1
H 2.5292 3.1390 -2.6812 -0.1 -0.1 0.0
C 3.8607 -2.2582 -5.3845 0.0 -0.2 0.1
C 3.4838 -1.3469 -4.2153 -0.3 0.0 0.0
C 4.7744 -0.7180 -3.6893 -0.4 0.0 0.5
S 5.8992 -0.6482 -5.0782 0.0 0.2 -0.1
O 7.0148 -1.5277 -4.8120 0.0 0.4 -0.1
O 6.0809 0.7310 -5.4758 0.3 -0.3 0.1
C 4.8162 -1.4470 -6.2490 -0.3 -0.3 -0.3
H 2.9819 -2.5779 -5.9493 0.1 0.0 0.0
H 4.3652 -3.1541 -5.0069 0.0 0.1 -0.1
H 2.8084 -0.5606 -4.5690 0.1 -0.1 0.1
H 2.9630 -1.8954 -3.4267 0.0 0.1 -0.1
H 4.6045 0.2908 -3.3099 0.2 -0.1 0.0
H 5.2329 -1.3348 -2.9138 0.1 0.1 -0.2
H 5.3986 -2.0597 -6.9373 0.1 0.2 0.1
H 4.2839 -0.6663 -6.7979 0.1 0.0 0.1
C 2.9433 9.2776 -4.4613 0.2 0.0 0.0
C 2.7376 8.2844 -5.6060 0.0 0.2 -0.2
C 2.4941 6.9093 -4.9823 0.2 -0.2 -0.5
S 1.7622 7.2106 -3.3783 -0.2 0.6 -0.4
O 2.6854 6.7623 -2.3594 -0.3 -0.1 0.0
O 0.3764 6.7972 -3.4018 0.3 0.1 0.2
C 1.8317 8.9907 -3.4607 0.1 0.5 0.0
H 2.9110 10.3120 -4.8110 0.0 -0.1 0.1
H 3.9200 9.1077 -3.9957 -0.1 0.1 0.0
H 1.8629 8.5824 -6.1941 0.1 0.0 0.1
H 3.5955 8.2639 -6.2825 -0.1 0.0 0.1
H 1.8106 6.3094 -5.5852 0.0 0.0 0.2
H 3.4299 6.3674 -4.8304 -0.1 0.0 0.1
H 2.0283 9.4022 -2.4705 -0.1 -0.2 0.0
H 0.8670 9.3457 -3.8314 0.0 -0.1 0.1
```
Forces are in eV/Å.

DFT total energy (eV): -137467.240
Kohn-Sham gap (eV): 7.141